# 1
# CH3NO2S

A 2-piece molecular cluster, CH3NO2S overall (ωB97M-V/def2-TZVPD, the Open Molecules 2025 dataset).

Calculated values
Total charge   0
Energy above the lowest of the compared OMol25 structures with the same formula, charge and spin   4.1095 eV

CARTESIAN COORDINATES (ANGSTROEM)
C -0.6636 -0.0655 0.5164
N -0.2524 -0.1619 -1.0069
O 1.7134 -1.2015 0.2711
O 1.5562 1.3017 0.0065
S 0.9850 -0.0450 0.0451
H -1.2785 0.7101 0.9009
H -1.6671 -1.2260 0.7755
H -0.3931 0.6881 -1.5085

Atomic forces in eV per Å
-3.6 -4.2 -0.5
-0.3 -0.7 1.0
1.8 -2.1 0.3
-0.3 -1.9 0.4
-1.3 3.9 0.0
0.3 1.2 -0.1
3.6 3.0 -0.5
-0.2 0.8 -0.5


# 2
# CH3NO2S

An isolated molecule of CH3NO2S (ωB97M-V/def2-TZVPD, the Open Molecules 2025 dataset).

Calculated values
Total charge   0
Energy above the lowest of the compared OMol25 structures with the same formula, charge and spin   3.1829 eV

CARTESIAN COORDINATES (ANGSTROEM)
O 1.7787 0.7006 -0.7243
N 1.0198 0.0816 -0.0325
O 1.3222 -0.5337 0.9804
C -0.3636 -0.2469 -0.4815
S -1.4690 0.8762 0.4212
H -0.3315 0.0778 -1.5697
H -0.6706 -1.2702 -0.0814
H -1.2861 0.3147 1.4877

Atomic forces in eV per Å
-0.2 0.8 -0.3
0.5 -2.8 0.6
0.3 0.7 0.4
-0.8 1.0 -0.3
-0.8 2.2 -4.1
-0.6 -1.1 1.3
1.0 1.2 -1.5
0.6 -2.0 3.9


# 3
# CH3NO2S

A 2-piece molecular cluster, CH3NO2S overall (ωB97M-V/def2-TZVPD, the Open Molecules 2025 dataset).

Calculated values
Total charge   0
Energy above the lowest of the compared OMol25 structures with the same formula, charge and spin   3.2527 eV

CARTESIAN COORDINATES (ANGSTROEM)
C 0.8404 1.5145 -0.3275
N -0.1443 -1.4520 0.0163
O 0.7617 0.8131 -1.2639
O -1.9649 -0.6217 1.4187
S -0.5134 -0.5683 1.4224
H 1.2419 2.4734 -0.1668
H 0.6289 -0.9710 -0.5053
H -0.8501 -1.1879 -0.5940

Atomic forces in eV per Å
-1.2 -2.3 0.8
2.9 0.6 0.6
0.5 0.7 -0.7
-1.5 0.4 0.5
1.3 -0.4 -0.6
0.8 1.8 -0.2
-0.2 -0.9 1.0
-2.5 0.1 -1.4


# 4
# CH3NO2S2

A 2-piece molecular cluster, CH3NO2S2 overall (ωB97M-V/def2-TZVPD, the Open Molecules 2025 dataset).

Calculated values
Total charge   0
Energy above the lowest of the compared OMol25 structures with the same formula, charge and spin   4.1421 eV

CARTESIAN COORDINATES (ANGSTROEM)
C -0.0709 -1.0612 -0.8284
N 0.5924 0.9790 0.7200
O -1.3344 -0.3721 1.3525
O -1.5586 0.9143 -0.8126
S -0.6837 -2.2364 -1.6670
S -0.7655 0.2284 0.1724
H 1.7296 -0.7090 -0.9147
H 1.1015 0.4036 1.3622
H 0.9896 1.8533 0.6155

Atomic forces in eV per Å
4.1 -0.5 -1.0
-1.3 -1.8 0.2
0.1 0.2 -0.9
0.8 0.6 1.1
-0.1 0.6 0.6
0.0 -0.2 0.6
-3.6 -0.7 0.2
-0.1 -0.3 0.3
0.1 2.0 -1.0


# 5
# CH3NO3

A 2-piece molecular cluster, CH3NO3 overall (ωB97M-V/def2-TZVPD, the Open Molecules 2025 dataset).

Calculated values
Total charge   0
Energy above the lowest of the compared OMol25 structures with the same formula, charge and spin   3.0525 eV

CARTESIAN COORDINATES (ANGSTROEM)
N 1.9084 -1.2018 -1.7277
C 1.7755 -0.2383 -1.0958
O 1.6166 0.8680 -0.5123
H 2.4477 1.1384 -0.0258
O -1.4883 -0.3558 1.4015
O -2.0128 0.3327 0.2452
H -1.4490 -1.3485 1.1027
H -2.7980 0.8053 0.6122

Atomic forces in eV per Å
-0.2 0.6 0.7
0.5 -2.3 -1.8
0.9 2.1 1.8
-1.2 -0.4 -0.7
0.0 -2.2 -0.7
-0.5 0.1 0.3
-0.3 2.8 0.5
0.8 -0.7 -0.1


# 6
# CH3NO3

A 2-piece molecular cluster, CH3NO3 overall (ωB97M-V/def2-TZVPD, the Open Molecules 2025 dataset).

Calculated values
Total charge   0
2S+1   3
Energy above the lowest of the compared OMol25 structures with the same formula, charge and spin   1.2901 eV

CARTESIAN COORDINATES (ANGSTROEM)
C -0.3148 0.2310 -0.5119
N -0.0583 -1.0840 -0.5612
O 1.0528 -1.4303 -0.9776
O -0.9371 -1.8595 -0.1620
O 0.1830 1.6071 1.6016
H 0.4291 0.9269 -0.7390
H -1.3154 0.5882 -0.4661
H 0.9607 1.0207 1.8163

Atomic forces in eV per Å
-1.2 1.6 -0.4
0.3 -1.9 0.2
-0.1 -0.1 0.1
0.2 0.1 -0.2
0.8 -0.5 0.4
1.3 0.5 -0.3
-0.6 -0.3 0.3
-0.7 0.6 -0.1


# 7
# CH3NO3

An isolated molecule of CH3NO3 (ωB97M-V/def2-TZVPD, the Open Molecules 2025 dataset).

Calculated values
Total charge   0
2S+1   3
Energy above the lowest of the compared OMol25 structures with the same formula, charge and spin   0.9045 eV

CARTESIAN COORDINATES (ANGSTROEM)
C 0.3944 -0.5027 0.1620
N 1.3146 0.6513 -0.0299
O 2.4768 0.4216 -0.2183
O -1.4785 0.6452 -0.4481
O -0.8448 0.1139 0.7401
H -0.0946 -0.7864 -0.8128
H 0.6502 -1.4746 0.7145
H -2.4181 0.9317 -0.1075

Atomic forces in eV per Å
-4.0 0.6 -0.6
-1.3 -1.5 0.7
1.8 0.0 -0.3
-2.5 0.9 0.9
1.5 -1.0 -0.2
1.4 -0.1 0.4
0.3 2.0 -0.2
2.7 -0.9 -0.6


# 8
# CH3NO3S

An isolated molecule of CH3NO3S (ωB97M-V/def2-TZVPD, the Open Molecules 2025 dataset).

Calculated values
Total charge   0
Energy above the lowest of the compared OMol25 structures with the same formula, charge and spin   2.3536 eV

CARTESIAN COORDINATES (ANGSTROEM)
O 0.0628 1.3263 0.4777
C 0.0278 0.2214 0.0330
N -1.1145 -0.3828 -0.2663
O -2.2558 0.3451 -0.0946
O 1.0853 -0.6949 -0.0744
S 2.6421 -0.0533 0.0269
H -1.3594 -1.0738 -0.9833
H -2.1646 1.2994 0.0178
H 3.0763 -0.9875 0.8632

Atomic forces in eV per Å
0.7 1.0 0.2
1.4 -1.2 0.6
-1.3 -0.8 -1.1
-2.3 -0.1 0.3
-0.7 0.8 -0.4
-0.2 0.3 -0.3
1.2 0.3 0.6
1.3 -0.1 -0.1
0.0 -0.2 0.3


# 9
# CH3NO3S

An isolated molecule of CH3NO3S (ωB97M-V/def2-TZVPD, the Open Molecules 2025 dataset).

Calculated values
Total charge   0
Energy above the lowest of the compared OMol25 structures with the same formula, charge and spin   2.2056 eV

CARTESIAN COORDINATES (ANGSTROEM)
C -1.5002 0.5223 0.1390
N 2.0011 1.0343 0.5961
O -1.3183 0.8063 1.3214
O 1.4346 -0.8900 -1.1885
O -0.5235 0.3253 -0.6924
S 1.1546 -0.1805 0.2460
H -2.4326 0.7673 -0.5173
H 2.4843 1.7709 0.0673
H 0.6203 -1.1035 -1.5754

Atomic forces in eV per Å
-0.4 3.2 0.7
-0.9 -2.0 -0.6
-1.1 -1.2 -1.4
3.1 0.7 1.2
1.3 -1.3 0.0
0.1 2.6 -0.1
0.7 -0.9 1.5
-0.6 -0.8 -0.2
-2.2 -0.4 -1.1


# 10
# CH3NO3S

CH3NO3S as an isolated structure (ωB97M-V/def2-TZVPD, the Open Molecules 2025 dataset).

Calculated values
Total charge   0
Energy above the lowest of the compared OMol25 structures with the same formula, charge and spin   4.1908 eV

CARTESIAN COORDINATES (ANGSTROEM)
C -0.7260 0.5901 -0.2605
N -0.7091 -1.1190 -0.0585
O 1.9372 0.7478 -0.9503
O 1.2746 0.5625 1.4187
O 0.6592 -1.3079 -0.2113
S 1.0050 0.3428 0.0549
H -0.8121 0.4933 -1.3234
H -1.5685 0.9370 0.3472
H -1.0603 -1.2466 0.9832

Atomic forces in eV per Å
-0.2 -5.4 -0.3
-3.6 2.2 1.8
-0.9 0.0 0.4
0.2 0.2 1.2
1.2 2.0 0.6
1.1 -1.0 -0.7
-0.5 1.1 -0.6
1.0 0.8 -0.1
1.7 0.2 -2.1


# 11
# CH3NO3S

A 2-piece molecular cluster, CH3NO3S overall (ωB97M-V/def2-TZVPD, the Open Molecules 2025 dataset).

Calculated values
Total charge   0
Energy above the lowest of the compared OMol25 structures with the same formula, charge and spin   5.7693 eV

CARTESIAN COORDINATES (ANGSTROEM)
C 0.4261 -0.5195 -0.0439
N -1.0439 -0.3581 0.1624
O -1.7222 -0.8198 -0.6924
O -1.3314 0.2711 1.1185
O 0.3283 1.1497 -1.1376
S 1.3543 -0.2627 1.3486
H 0.5967 -1.2122 -0.7308
H 0.7834 0.9485 -1.9181
H 0.6086 0.8032 1.8934

Atomic forces in eV per Å
-1.6 6.4 0.8
2.3 -0.2 -0.8
-1.6 -0.8 -0.9
-1.9 1.1 1.7
-0.8 -2.2 4.0
0.5 0.7 0.6
1.2 -3.0 -2.7
1.2 -0.7 -1.9
0.6 -1.3 -0.9


# 12
# CH3NO4

An isolated molecule of CH3NO4 (ωB97M-V/def2-TZVPD, the Open Molecules 2025 dataset).

Calculated values
Total charge   0
Energy above the lowest of the compared OMol25 structures with the same formula, charge and spin   2.1797 eV

CARTESIAN COORDINATES (ANGSTROEM)
N 1.9512 -0.1508 0.2622
O 0.7874 0.6585 0.1781
C -0.3976 -0.1987 0.0740
O -0.3979 -1.3688 -0.0107
O -1.3911 0.6895 0.0427
O -2.6604 0.0961 -0.0703
H 2.5180 0.0585 -0.5559
H 2.4445 0.1428 1.1034
H -2.8542 0.0730 -1.0235

Atomic forces in eV per Å
0.0 -0.4 0.1
-1.8 -1.3 -0.1
2.7 1.0 0.0
-0.3 -0.3 0.0
-0.1 1.0 -0.2
-0.4 -0.5 0.3
-0.2 0.2 0.2
-0.2 0.2 -0.3
0.4 0.1 0.1


# 13
# CH3NO4

An isolated molecule of CH3NO4 (ωB97M-V/def2-TZVPD, the Open Molecules 2025 dataset).

Calculated values
Total charge   0
Energy above the lowest of the compared OMol25 structures with the same formula, charge and spin   2.0696 eV

CARTESIAN COORDINATES (ANGSTROEM)
O 1.0223 1.5753 -0.0185
C 0.2473 0.6626 0.0026
N 0.5162 -0.6382 -0.0139
O 1.9119 -0.9743 0.0513
O -1.1389 0.9081 -0.1610
O -1.9890 -0.1999 0.0807
H -0.1106 -1.4259 -0.0235
H 2.3855 -0.1415 -0.1362
H -2.8448 0.2338 0.2184

Atomic forces in eV per Å
0.0 0.1 0.2
-2.2 -0.7 -0.7
2.4 -0.2 0.2
-1.2 -0.2 0.1
0.8 1.6 0.2
0.2 -0.9 0.1
0.1 0.2 0.0
-0.5 0.0 0.0
0.3 0.2 0.0


# 14
# CH3NO4

CH3NO4 as an isolated structure (ωB97M-V/def2-TZVPD, the Open Molecules 2025 dataset).

Calculated values
Total charge   0
Energy above the lowest of the compared OMol25 structures with the same formula, charge and spin   4.7848 eV

CARTESIAN COORDINATES (ANGSTROEM)
N 0.3153 -0.6155 0.2322
C 0.4603 0.4579 -0.4646
O -1.3270 -0.8984 -0.3415
O -2.2742 -0.4340 0.5925
O 2.1754 0.1850 -0.0180
O 0.0877 1.5132 -0.8013
H -2.5077 0.4249 0.1999
H 2.3607 0.8689 0.6493
H 0.7095 -1.5019 -0.0485

Atomic forces in eV per Å
-5.6 -1.8 -0.4
4.6 2.6 1.4
1.2 -0.3 1.1
0.8 0.0 -0.6
-1.0 1.0 -1.1
-0.2 -1.4 -0.3
0.0 -0.1 0.2
-0.2 -0.2 -0.3
0.4 0.1 -0.1


# 15
# CH3NO6

An isolated molecule of CH3NO6 (ωB97M-V/def2-TZVPD, the Open Molecules 2025 dataset).

Calculated values
Total charge   0
Energy above the lowest of the compared OMol25 structures with the same formula, charge and spin   0.6433 eV

CARTESIAN COORDINATES (ANGSTROEM)
O 2.7941 -0.5779 0.0994
N 1.7195 -0.0999 -0.0670
O 1.5648 1.0271 -0.5003
O 0.6462 -0.8256 0.2052
C -0.7641 -0.0083 -0.0014
O -1.5882 -1.0778 0.2379
O -0.8118 0.4410 -1.2308
O -0.6547 0.9673 0.9378
H -1.6885 -1.3427 1.1510
H -1.0987 -0.2970 -1.7882
H -0.1185 1.7938 0.9564

Atomic forces in eV per Å
0.7 -1.5 0.6
0.6 1.6 -0.8
-0.3 0.5 0.1
-0.6 -0.4 -0.2
2.7 0.1 1.9
-0.3 1.6 -0.9
-0.9 -0.4 -0.9
-2.0 -0.6 1.3
0.4 0.3 0.5
0.0 0.1 -0.2
-0.2 -1.4 -1.5


# 16
# CH3NOS

A 2-piece molecular cluster, CH3NOS overall (ωB97M-V/def2-TZVPD, the Open Molecules 2025 dataset).

Calculated values
Total charge   0
Energy above the lowest of the compared OMol25 structures with the same formula, charge and spin   4.6702 eV

CARTESIAN COORDINATES (ANGSTROEM)
C 1.2340 0.5658 1.5526
N -0.4712 -1.0989 -0.8602
O 0.3202 1.2150 2.0104
S -1.2924 -1.1056 -2.1379
H 1.1389 0.0145 0.6121
H 2.3407 0.4460 2.0814
H -2.6595 -0.2745 -1.9455

Atomic forces in eV per Å
1.2 0.4 1.4
-1.4 0.0 -2.0
1.3 -0.7 -0.3
-0.6 1.1 2.2
-0.1 -0.1 -0.1
-2.5 0.5 -0.9
1.9 -1.1 -0.2


# 17
# CH3NOS

CH3NOS as an isolated structure (ωB97M-V/def2-TZVPD, the Open Molecules 2025 dataset).

Calculated values
Total charge   0
Energy above the lowest of the compared OMol25 structures with the same formula, charge and spin   4.8912 eV

CARTESIAN COORDINATES (ANGSTROEM)
C 1.1809 -1.5265 -0.5184
N 0.1909 -1.0189 -0.1876
O -2.3096 -1.0090 -0.0626
S -1.1535 -0.0861 0.0855
H 1.4135 1.2976 0.7533
H 1.8732 1.7184 1.2874
H -1.1954 0.6245 -1.3576

Atomic forces in eV per Å
1.4 -0.8 -0.3
-0.4 0.7 -0.2
1.1 1.1 0.7
-2.8 0.1 -2.8
1.3 1.2 1.5
-1.3 -1.2 -1.5
0.7 -1.1 2.5


# 18
# CH3NOS

A 2-piece molecular cluster, CH3NOS overall (ωB97M-V/def2-TZVPD, the Open Molecules 2025 dataset).

Calculated values
Total charge   0
Energy above the lowest of the compared OMol25 structures with the same formula, charge and spin   5.3530 eV

CARTESIAN COORDINATES (ANGSTROEM)
C -1.5603 -0.0585 -0.0154
N 1.0132 0.6585 0.4038
O 3.2651 -0.1846 -0.0652
S 1.8277 -0.3623 -0.3005
H -1.1918 0.7991 -0.6513
H -2.0912 0.2112 0.9069
H -1.2627 -1.0635 -0.2783

Atomic forces in eV per Å
1.4 1.9 -0.4
-1.7 1.0 0.8
-0.5 -0.3 -0.4
1.6 -0.8 -0.3
-0.8 -1.3 0.6
0.4 -0.4 -0.5
-0.3 0.0 0.1


# 19
# CH3NOS2

CH3NOS2 as an isolated structure (ωB97M-V/def2-TZVPD, the Open Molecules 2025 dataset).

Calculated values
Total charge   0
Energy above the lowest of the compared OMol25 structures with the same formula, charge and spin   0.8729 eV

CARTESIAN COORDINATES (ANGSTROEM)
C -1.3494 0.3730 -0.0938
N -0.2732 0.1874 -0.7031
O 2.5401 -0.0280 -0.2483
S 1.2365 -1.1163 2.0163
S 1.5619 -1.0295 0.1296
H -1.5230 -0.2250 0.7954
H -2.1231 1.0882 -0.3674
H -0.0698 0.7501 -1.5286

Atomic forces in eV per Å
-0.3 0.0 0.2
0.3 0.2 -0.3
0.0 0.2 -0.3
-0.2 0.0 -0.7
0.3 -0.5 1.0
0.0 -0.1 0.2
0.0 0.1 -0.2
-0.2 0.1 0.1


# 20
# CH3NOSi

An isolated molecule of CH3NOSi (ωB97M-V/def2-TZVPD, the Open Molecules 2025 dataset).

Calculated values
Total charge   0
Energy above the lowest of the compared OMol25 structures with the same formula, charge and spin   1.4337 eV

CARTESIAN COORDINATES (ANGSTROEM)
N -0.0608 -2.1548 1.6786
C -0.2782 -1.5179 0.7404
O -0.5116 -0.8423 -0.2838
Si 0.1102 0.8902 -0.5404
H 0.0520 1.4353 0.7899
H 1.5737 0.6955 -0.7421
H -0.8853 1.4940 -1.6425

Atomic forces in eV per Å
0.0 -0.1 0.1
0.5 -0.7 1.4
0.1 3.0 -2.2
-1.1 -2.1 -0.5
-0.4 0.5 0.4
-0.5 0.2 -0.6
1.5 -0.8 1.3


It is found that the electronic energy values, taken in the order of the records, are -643.1631, -643.1972, -643.1946, -1041.3391, -320.2304, -320.1091, -320.1233, -718.4846, -718.4900, -718.4171, -718.3590, -395.4718, -395.4758, -395.3760, -545.9554, -567.9291, -567.9210, -567.9040, -966.2167, -459.3562 Ha.